DFT (the ωB97M-V functional and the def2-TZVPD basis) results for a 4-piece molecular cluster, C51H31F7O8PS overall at a distorted geometry.

Last column: Mulliken charge in e.
Atoms and positions in Å:
1 S -3.52 -7.95 2.55  1.101
2 P -1.65 -7.57 1.51  0.055
3 F -3.87 -5.57 1.02  -0.308
4 F -5.37 -6.72 3.77  -0.228
5 F -3.45 -5.98 4.29  -0.181
6 F -6.24 -4.15 3.18  -0.099
7 F -6.61 -5.60 1.57  -0.232
8 F -3.64 -4.17 2.69  -0.232
9 F -5.71 -3.69 1.15  -0.243
10 O -3.22 -8.81 3.64  -0.573
11 O 4.42 1.39 -4.17  -0.661
12 O -7.39 1.16 8.52  -0.647
13 O 4.49 3.87 -7.74  -0.676
14 O 1.68 -1.78 -0.84  -0.709
15 O -4.44 -8.48 1.61  -0.592
16 O -4.09 -0.44 4.62  -0.718
17 O 6.20 8.67 -6.12  -0.660
18 C 0.40 -3.95 3.20  -0.656
19 C -0.47 -5.16 1.38  -0.715
20 C -6.71 -0.59 7.10  0.365
21 C 0.08 -4.99 4.02  -0.521
22 C 3.79 0.69 -3.40  0.209
23 C 4.77 4.26 -4.99  -0.448
24 C -4.20 -6.37 3.27  0.442
25 C -5.56 1.70 7.13  0.160
26 C 4.96 4.51 -3.64  -0.199
27 C 4.14 -0.79 0.06  -0.607
28 C -4.43 3.81 7.21  -0.478
29 C 5.84 7.57 -6.49  0.595
30 C 5.45 5.75 -3.22  -0.670
31 C 0.46 -1.10 -3.27  -0.583
32 C -0.09 -0.72 -4.48  -0.559
33 C -6.62 0.79 7.66  0.597
34 C 5.54 6.49 -5.50  0.275
35 C 2.43 0.20 -3.76  0.400
36 C -4.34 -5.20 2.23  0.989
37 C 2.29 -1.03 -1.59  0.469
38 C 5.38 -0.31 0.42  -0.564
39 C -5.87 -0.99 6.06  -0.144
40 C 5.27 6.00 -8.36  0.119
41 C 6.12 0.48 -0.46  -0.621
42 C -4.82 -0.08 5.52  0.504
43 C 5.90 7.96 -10.22  -0.474
44 C -5.43 2.97 7.67  -0.558
45 C 3.62 -0.49 -1.20  0.331
46 C 5.60 0.79 -1.71  -0.510
47 C 1.72 -0.64 -2.90  0.265
48 C -3.68 2.12 5.68  -0.496
49 C -0.53 -6.11 3.57  -0.263
50 C 4.91 4.95 -7.38  0.505
51 C -5.99 -2.27 5.53  -0.398
52 C 4.35 0.32 -2.08  0.559
53 C -3.55 3.38 6.23  -0.499
54 C -4.69 1.27 6.13  0.128
55 C 1.87 0.59 -4.98  -0.550
56 C 5.08 5.25 -5.93  -0.103
57 C 5.17 5.73 -9.72  -0.496
58 C 5.69 7.26 -7.94  0.136
59 C 0.14 -4.04 1.87  -0.647
60 C 6.00 8.24 -8.87  -0.560
61 C -0.82 -6.18 2.23  0.840
62 C 5.49 6.70 -10.65  -0.496
63 C -7.66 -1.47 7.61  -0.617
64 C 5.73 6.74 -4.15  -0.617
65 C 0.61 0.13 -5.33  -0.659
66 C -7.76 -2.74 7.09  -0.706
67 C -6.94 -3.14 6.04  -0.249
68 C -5.79 -4.68 2.05  0.304
69 H 5.79 -0.54 1.40  0.406
70 H -5.35 -2.57 4.72  0.699
71 H -0.88 -8.74 1.54  0.271
72 H -4.33 4.81 7.63  0.410
73 H 0.39 -3.27 1.15  0.616
74 H 6.14 8.73 -10.95  0.404
75 H -8.49 -3.43 7.49  0.396
76 H 5.42 6.48 -11.71  0.399
77 H -1.93 -7.28 0.17  0.196
78 H -3.00 1.78 4.91  0.462
79 H -0.79 -6.91 4.24  0.477
80 H 4.85 4.75 -10.05  0.464
81 H 0.18 0.44 -6.27  0.429
82 H -2.76 4.04 5.88  0.396
83 H 0.31 -4.92 5.07  0.403
84 H 6.11 7.70 -3.82  0.481
85 H -8.30 -1.15 8.42  0.494
86 H -7.03 -4.14 5.63  0.421
87 H 6.32 9.22 -8.54  0.475
88 H 2.42 1.25 -5.64  0.615
89 H 5.60 5.94 -2.17  0.407
90 H 4.73 3.74 -2.92  0.369
91 H -0.08 -1.76 -2.61  0.481
92 H -0.69 -5.24 0.33  0.305
93 H 7.09 0.85 -0.18  0.409
94 H -1.07 -1.08 -4.77  0.385
95 H 0.86 -3.06 3.58  0.488
96 H -6.11 3.30 8.44  0.481
97 H 3.57 -1.40 0.74  0.515
98 H 6.17 1.40 -2.40  0.532
99 H 4.40 3.30 -5.32  0.789

## Properties
LUMO level   -4.8 eV
Frontier orbital gap   5.9 eV
Largest force on an atom   0.054 Eh/bohr
Multiplicity   1
Total charge   +1
Highest occupied orbital energy   -10.636 eV